Entry from the Open Molecules 2025 dataset: a cluster of 2 separate species, C3H4ClNO in total in a non-equilibrium geometry (the ωB97M-V functional and the def2-TZVPD basis).

Summary:
E ... -19230.416 eV
M ... 105.52 g mol⁻¹
Kohn-Sham gap (alpha / beta) ... 8.23 / 8.21 eV
F_max ... 0.0784 hartree/bohr
HOMO (alpha / beta) ... -8.3 / -8.5 eV

```
10
Properties=species:S:1:pos:R:3:forces:R:3:mulliken_charge:R:1
C 0.862156 0.490122 0.110785 -1.0 -0.3 0.2 -0.17
C 2.102598 0.164095 0.009350 3.2 1.9 0.2 0.00
C -0.152757 -0.572940 -0.026185 -0.1 0.3 -4.0 -0.86
N 4.026949 1.414859 0.251706 0.0 -1.3 -0.1 0.16
O 4.874272 0.640416 0.209819 -1.1 1.0 0.0 -0.16
Cl 2.892574 -1.265488 -0.318490 -0.1 -0.7 -0.1 -0.14
H 0.371739 1.419787 0.300359 0.9 1.0 0.3 0.35
H -0.349269 -0.937970 0.932287 -0.4 -1.4 1.2 0.26
H 0.296227 -1.265849 -0.877269 -1.6 0.7 2.2 0.30
H -1.051755 -0.018441 -0.400248 0.4 -1.1 0.1 0.26
```
Positions in Å, forces in eV/Å.

Entry from the Open Molecules 2025 dataset: a cluster of 5 separate species, C18H23N5 in total in a non-equilibrium geometry (the ωB97M-V functional and the def2-TZVPD basis).

Summary:
E ... -26479.003 eV
M ... 309.42 g mol⁻¹
Net charge ... +1
Kohn-Sham gap (alpha / beta) ... 6.89 / 3.01 eV
⟨S²⟩ ... 0.76
F_max ... 0.0717 hartree/bohr
Spin multiplicity ... 2
HOMO (alpha / beta) ... -10.3 / -10.3 eV

```
46
Properties=species:S:1:pos:R:3:forces:R:3:mulliken_charge:R:1
C 12.556320 -7.050480 -6.474150 -2.2 0.6 1.0 -0.63
C 11.156090 -6.844470 -5.986420 -1.9 0.5 0.9 0.36
N 10.064620 -6.579680 -5.655830 2.4 -0.5 -0.4 -0.54
H 12.398170 -6.653250 -7.476790 1.1 -0.5 -0.3 0.28
H 12.815260 -8.096090 -6.307570 0.2 0.2 -0.6 0.29
H 13.146080 -6.391590 -5.836850 0.4 -0.1 -0.4 0.25
N 8.186740 -1.356390 2.992100 -1.7 -0.2 0.8 -0.01
C 7.660900 -0.101330 3.180930 1.1 0.4 -0.1 -0.54
C 7.960890 0.596100 2.046640 -0.5 1.3 -1.0 -0.52
C 8.457870 -0.270400 1.059850 0.4 -2.0 1.0 -0.19
C 8.531630 -1.526330 1.690280 0.9 0.9 -1.0 -0.51
H 8.078490 -2.042240 3.725590 0.1 -0.3 -0.6 0.21
H 7.167620 0.211790 4.089240 0.3 -0.1 0.0 0.36
H 7.855620 1.645250 1.812980 -0.4 0.0 0.5 0.38
H 8.805610 -0.029750 0.066090 -0.2 0.0 0.1 0.51
H 8.900220 -2.465190 1.304170 0.0 0.0 0.2 0.32
N 9.432880 1.284960 -5.951080 0.2 0.2 0.7 -0.02
C 9.780380 0.188940 -5.220260 -0.6 -1.0 0.1 -0.50
C 10.106320 0.548500 -3.944710 0.5 1.2 -0.3 0.28
C 10.071900 2.006240 -3.908270 -1.2 -1.4 -0.2 -0.77
C 9.563050 2.382950 -5.131090 1.2 0.6 -0.3 -0.43
H 9.217060 1.282490 -6.937750 0.0 0.1 0.4 0.21
H 9.582350 -0.813970 -5.568610 0.2 0.1 -0.3 0.31
H 10.411320 -0.159060 -3.187930 -0.1 0.2 0.1 0.18
H 10.182460 2.647610 -3.046400 0.2 0.0 -0.2 0.38
H 9.535100 3.378530 -5.548770 -0.4 -0.1 0.1 0.36
N 8.819180 -9.996100 0.548720 -1.3 1.3 -0.1 -0.01
C 9.962280 -10.655160 0.693030 1.3 -1.8 0.8 -0.59
C 10.884020 -10.117470 -0.153980 1.4 -0.2 -0.6 -0.51
C 10.265090 -9.095050 -0.867000 -0.9 1.0 -0.2 -0.15
C 8.993340 -9.003490 -0.368170 -1.2 0.3 -0.5 -0.44
H 7.970520 -10.081400 1.089640 0.3 -0.3 -0.1 0.21
H 10.012010 -11.540570 1.309440 0.2 0.2 0.1 0.37
H 11.916510 -10.343130 -0.376350 -0.1 -0.6 0.5 0.37
H 10.647410 -8.539080 -1.710290 0.1 0.0 0.2 0.42
H 8.117940 -8.436610 -0.648760 0.2 0.2 -0.1 0.37
N 10.027530 -5.086640 -2.747210 -1.3 0.9 1.8 0.07
C 9.997130 -5.108480 -1.342750 1.2 -2.3 -0.6 -0.31
C 10.622500 -3.989470 -0.847990 0.2 1.5 -1.3 -0.32
C 10.754810 -3.151430 -1.957270 0.8 1.5 3.3 -0.29
C 10.263070 -3.789660 -3.082140 -0.2 -2.2 -1.6 -0.36
H 9.630710 -5.776000 -3.369640 -0.2 -0.2 -0.2 0.34
H 9.801770 -5.970090 -0.721570 -0.5 -0.4 -0.5 0.34
H 11.003800 -3.838360 0.151100 -0.4 0.1 0.0 0.50
H 11.180430 -2.177490 -1.765670 -0.1 0.2 -1.0 0.45
H 10.039160 -3.554480 -4.112170 0.4 0.7 0.1 0.55
```
Positions in Å, forces in eV/Å.

Entry from the Open Molecules 2025 dataset: the ion C14H30BClNO2 with charge -1 (the ωB97M-V functional and the def2-TZVPD basis).

Summary:
E ... -33789.640 eV
M ... 290.66 g mol⁻¹
Net charge ... -1
Kohn-Sham gap ... 8.36 eV
F_max ... 0.0192 hartree/bohr
HOMO ... -5.3 eV

```
49
Properties=species:S:1:pos:R:3:forces:R:3:mulliken_charge:R:1
C 4.125434 -0.294847 0.493304 0.0 0.4 -0.2 -1.45
C 2.855609 0.577393 0.485182 0.1 -0.1 0.0 -0.35
C 1.546390 -0.199010 0.705348 0.4 0.1 -0.2 -0.57
B 0.179877 0.557759 0.184260 0.1 0.0 1.0 -0.29
C -1.118189 -0.400321 0.519604 0.2 0.0 -0.5 -0.29
C -1.101160 -1.772727 -0.184583 -0.6 -0.1 0.2 -0.24
C -1.428862 -2.937640 0.753687 0.6 0.1 0.0 -0.62
Cl -2.382928 -4.242877 -0.049246 -0.1 -0.1 0.0 -0.28
C 0.028051 1.991063 1.008960 -0.1 -0.3 -0.2 -0.74
C -0.084808 1.881968 2.533554 0.3 0.4 -0.3 -0.46
O -1.156907 2.647406 3.101722 0.1 -0.1 0.1 -0.53
C -2.418116 2.081364 2.869332 -0.3 -0.1 0.2 -0.03
C -2.707698 0.815297 3.706307 -0.3 0.2 -0.4 -1.10
C 0.222108 0.973447 -1.433780 0.0 0.0 -0.5 -0.51
C 0.733562 -0.035309 -2.392005 0.2 -0.1 -0.1 0.34
O 1.856512 -0.501699 -2.398673 -0.3 0.1 0.1 -0.64
N -0.219125 -0.465330 -3.436449 0.1 -0.3 0.4 0.12
C 0.147615 0.203371 -4.669641 0.0 0.3 -0.2 -1.15
C -0.257115 -1.924322 -3.595815 -0.3 0.2 -0.2 -0.92
H 4.602268 -0.328768 1.474353 -0.1 -0.2 0.1 0.33
H 3.898857 -1.305932 0.158294 0.0 -0.1 0.1 0.33
H 4.867294 0.105004 -0.204276 0.1 0.0 0.1 0.34
H 2.821783 1.095577 -0.474249 -0.1 0.0 -0.1 0.17
H 2.964519 1.358324 1.244465 -0.1 0.1 0.0 0.33
H 1.685374 -1.171380 0.214009 -0.1 0.0 -0.1 0.25
H 1.487960 -0.433186 1.778557 -0.2 0.0 0.1 0.50
H -2.029056 0.126754 0.203586 -0.1 0.0 0.1 0.30
H -1.216312 -0.564962 1.597276 0.1 0.1 0.1 -0.03
H -0.136199 -1.988781 -0.641698 0.1 0.1 -0.1 -0.01
H -1.852627 -1.779274 -0.974790 0.1 0.0 -0.1 0.40
H -1.967387 -2.615573 1.639548 -0.3 0.0 -0.1 0.28
H -0.513647 -3.427170 1.083531 0.0 0.0 0.1 0.36
H -0.837187 2.547025 0.624533 -0.1 0.0 0.1 0.42
H 0.893312 2.625924 0.785927 0.0 0.1 -0.1 0.35
H -0.142585 0.842973 2.868749 -0.2 -0.1 0.0 0.15
H 0.812898 2.304959 2.988226 0.0 -0.1 0.1 0.20
H -2.570589 1.856341 1.809564 0.1 0.0 -0.1 0.03
H -3.144016 2.851476 3.136814 0.0 0.1 0.0 0.52
H -3.588397 0.978904 4.328101 0.1 0.0 0.2 0.32
H -1.858713 0.559712 4.334105 0.0 0.0 0.1 0.34
H -2.940663 -0.022895 3.048756 0.1 -0.1 0.1 0.18
H -0.782504 1.263462 -1.748497 0.0 0.1 0.0 0.28
H 0.855753 1.863119 -1.506451 0.2 -0.1 0.1 0.33
H 1.043986 -0.218676 -5.146529 0.1 -0.1 0.1 0.39
H -0.667580 0.163551 -5.395568 -0.1 -0.1 0.0 0.36
H 0.355629 1.257111 -4.474743 -0.1 0.0 0.1 0.34
H -0.301007 -2.165087 -4.659126 0.1 -0.1 0.0 0.41
H -1.168138 -2.319534 -3.145067 0.0 -0.1 0.1 0.22
H 0.606726 -2.413979 -3.148466 0.1 0.0 -0.1 0.30
```
Positions in Å, forces in eV/Å.

Entry from the Open Molecules 2025 dataset: a structure of composition C3H5NO3 in a non-equilibrium geometry (the ωB97M-V functional and the def2-TZVPD basis).

Summary:
E ... -10822.452 eV
M ... 103.08 g mol⁻¹
Kohn-Sham gap ... 10.79 eV
F_max ... 0.0235 hartree/bohr
HOMO ... -10.2 eV

```
12
Properties=species:S:1:pos:R:3:forces:R:3:mulliken_charge:R:1
C 0.326309 0.787584 -0.583308 0.2 0.6 0.3 0.94
C -0.614135 -1.107926 0.993888 0.0 0.3 0.1 -0.18
C 0.734047 -0.654743 -0.777222 -0.1 -0.1 0.3 -0.30
O -0.848399 0.266027 0.894866 0.5 0.2 0.1 -0.65
O 0.885581 1.565893 0.288068 -0.1 -0.2 -0.7 -0.63
O -0.267162 1.317944 -1.641991 0.2 -0.1 0.2 -0.43
N 0.329647 -1.576109 -0.019689 0.1 0.2 -0.1 -0.50
H 0.129587 1.033538 1.107718 -0.8 -0.9 -0.2 0.47
H -0.358044 2.273507 -1.491960 0.1 -0.1 0.1 0.37
H -0.201502 -1.380932 1.972260 0.0 0.0 -0.1 0.27
H -1.544508 -1.665571 0.844390 0.1 0.1 0.0 0.27
H 1.428579 -0.859214 -1.587019 0.0 0.0 0.0 0.38
```
Positions in Å, forces in eV/Å.

Entry from the Open Molecules 2025 dataset: a cluster of 2 separate species, C2H5NO2 in total in a non-equilibrium geometry (the ωB97M-V functional and the def2-TZVPD basis).

Summary:
E ... -7738.848 eV
SMILES ... NC=O.C=O
M ... 75.07 g mol⁻¹
Kohn-Sham gap ... 10.55 eV
F_max ... 0.0801 hartree/bohr
HOMO ... -9.8 eV

```
10
Properties=species:S:1:pos:R:3:forces:R:3:mulliken_charge:R:1
N 1.078840 -1.331027 -1.741234 -3.7 0.8 -1.6 -0.34
C -0.153612 -0.703553 -1.555422 0.7 -0.4 2.5 0.19
O -0.320828 0.333075 -0.923273 0.4 -1.1 -1.3 -0.50
H 1.136993 -2.156464 -2.271762 -0.1 -0.9 -0.5 0.20
H 1.803018 -1.121503 -1.173034 2.7 1.2 1.9 0.20
H -0.988497 -1.413406 -1.698659 -0.1 0.4 -1.0 0.26
C -0.474935 0.435811 2.096886 -1.2 3.1 0.4 -0.08
O -0.235470 1.634937 2.139581 -0.3 -1.6 -0.5 -0.41
H 0.172109 -0.198842 2.650024 0.8 -1.3 0.2 0.26
H -1.453827 0.069753 1.702821 0.7 -0.1 -0.1 0.21
```
Positions in Å, forces in eV/Å.

Entry from the Open Molecules 2025 dataset: an isolated molecule of C25H30N4O4 (the ωB97M-V functional and the def2-TZVPD basis).

Summary:
E ... -40563.312 eV
SMILES ... O=CN1CCCN(C(=O)C[C@@H]2C(=O)NCCN2Cc2cccc(Oc3ccccc3)c2)CC1
M ... 450.54 g mol⁻¹
Kohn-Sham gap ... 8.83 eV
F_max ... 0.0128 hartree/bohr
HOMO ... -8.1 eV

```
63
Properties=species:S:1:pos:R:3:forces:R:3:mulliken_charge:R:1
O 0.366283 -1.725370 -1.827927 -0.5 0.0 -0.3 -0.65
C 1.477938 -1.490915 -1.402259 0.3 0.3 -0.2 0.04
N 2.237195 -2.380533 -0.739949 0.0 -0.5 0.1 0.34
C 3.551657 -2.044217 -0.242884 0.2 0.5 0.3 -1.15
C 3.506999 -1.413720 1.153764 0.0 -0.3 0.0 0.02
C 3.117196 -2.409704 2.246222 0.2 0.5 0.2 -1.12
N 1.826663 -3.014321 1.968478 0.3 -0.1 0.0 0.17
C 0.734711 -2.465216 2.553004 -0.2 -0.6 0.3 0.37
O 0.837970 -1.665491 3.468565 -0.2 0.3 0.1 -0.67
C -0.642453 -2.815195 2.020712 0.1 0.2 0.0 -1.32
C -1.091186 -1.683732 1.058560 0.0 -0.1 -0.1 0.79
C -0.356257 -0.377591 1.363057 -0.3 0.2 0.0 -0.66
O 0.684744 -0.059494 0.816678 0.3 0.0 -0.2 -0.72
N -1.005510 0.426662 2.220191 0.0 0.3 0.1 0.39
C -2.037982 -0.066824 3.098639 -0.1 -0.2 0.2 -0.64
C -3.033029 -0.975710 2.338349 -0.1 -0.1 0.3 -1.03
N -2.532150 -1.513295 1.085858 0.1 -0.2 -0.1 0.20
C -3.065744 -0.882572 -0.118241 0.0 0.0 -0.1 -2.01
C -2.646702 0.552620 -0.334073 -0.1 0.2 -0.2 1.31
C -3.345205 1.601468 0.254704 -0.1 0.0 0.0 -0.39
C -2.900457 2.903544 0.114209 -0.1 -0.1 0.1 -0.87
C -1.767938 3.184551 -0.627126 0.4 0.0 -0.1 -0.49
C -1.089723 2.145492 -1.255567 -0.5 -0.1 0.4 0.20
O 0.060951 2.339147 -1.972239 0.2 -0.2 0.0 -0.27
C 0.232608 3.469422 -2.719243 0.1 0.4 -0.3 0.40
C -0.811904 4.121776 -3.367771 -0.1 -0.3 0.1 -0.18
C -0.546919 5.224983 -4.158040 0.0 0.0 0.0 -0.64
C 0.749842 5.683219 -4.316489 0.0 0.1 -0.1 -0.52
C 1.790881 5.023333 -3.684396 0.0 0.1 0.0 -0.54
C 1.538398 3.922741 -2.888818 -0.2 -0.2 0.2 -0.57
C -1.528488 0.835269 -1.104242 0.0 0.3 -0.2 -0.32
C 1.838640 -4.102349 1.023251 -0.1 -0.1 -0.3 -1.08
C 1.684855 -3.684151 -0.452495 -0.2 -0.2 0.0 -0.66
H 1.981251 -0.528177 -1.563506 0.0 0.1 0.0 0.29
H 4.162878 -2.952363 -0.238906 0.0 0.1 -0.1 0.38
H 4.005412 -1.330677 -0.936200 0.0 -0.1 0.0 0.47
H 4.484898 -0.993051 1.390913 0.1 0.0 0.0 0.51
H 2.768914 -0.610356 1.137762 0.1 0.0 0.0 0.00
H 3.031728 -1.886552 3.200518 0.1 -0.1 -0.1 0.42
H 3.869334 -3.199975 2.339195 -0.1 0.0 0.0 0.47
H -1.316776 -2.842880 2.875452 0.1 0.0 0.0 0.66
H -0.694923 -3.772047 1.508856 -0.1 0.0 0.0 0.22
H -0.809562 -1.959572 0.039159 0.1 0.1 0.1 0.28
H -0.536325 1.282731 2.477574 0.1 -0.1 -0.1 0.37
H -2.562225 0.790633 3.525619 0.0 -0.1 0.0 0.51
H -1.570553 -0.627491 3.918251 -0.1 0.1 0.0 0.25
H -3.306974 -1.815326 2.989971 0.0 0.2 0.1 0.45
H -3.949571 -0.425513 2.129112 0.0 -0.1 0.0 0.42
H -4.155799 -0.952383 -0.055927 0.1 0.0 -0.1 0.63
H -2.731859 -1.487010 -0.964946 -0.1 0.0 0.0 0.46
H -4.244065 1.406246 0.821848 -0.1 0.0 0.1 0.42
H -3.438732 3.711483 0.588779 0.0 0.1 0.0 0.39
H -1.410605 4.200046 -0.720361 0.0 0.0 0.0 0.59
H -1.822877 3.756428 -3.258857 0.0 0.0 0.0 0.45
H -1.362785 5.726108 -4.658211 -0.1 0.0 0.0 0.36
H 0.948456 6.546517 -4.933516 0.0 0.1 -0.1 0.38
H 2.806133 5.370632 -3.808287 0.1 0.0 0.0 0.38
H 2.336956 3.396450 -2.389498 0.1 -0.1 0.1 0.41
H -0.974730 0.046137 -1.588735 0.1 -0.1 -0.1 0.44
H 2.797925 -4.614379 1.150472 -0.1 0.0 0.1 0.43
H 1.056599 -4.824673 1.268866 0.1 0.0 -0.1 0.49
H 0.631238 -3.632472 -0.736843 0.1 -0.1 0.0 0.33
H 2.170754 -4.442339 -1.081036 -0.1 0.0 0.0 0.38
```
Positions in Å, forces in eV/Å.